(1)
90
Properties=species:S:1:pos:R:3:mulliken_charge:R:1 method="wB97M-V/def2-TZVPD" fmax_ev_per_a=2.13 total_charge=-1 lumo_ha=0.0469 homo_energy_ha=-0.1803
C -1.85 4.22 -2.29 -0.8132
O -2.40 2.97 -1.94 -0.3892
C -1.80 1.97 -2.76 -1.1098
C -1.96 0.57 -2.18 3.1356
C -2.07 -0.31 -3.48 -0.8053
O -3.21 -0.40 -3.98 -0.7298
O -1.05 -0.84 -3.99 -0.6004
C -3.17 0.30 -1.26 -0.4130
O -4.21 -0.26 -1.46 -0.5550
O -2.88 0.77 0.00 -0.3668
C -1.47 0.70 0.17 -0.6021
N -1.03 0.02 1.35 -0.3861
C -0.85 0.19 -1.16 -0.3538
O 0.37 0.92 -1.19 -0.3675
N 1.26 0.41 -2.13 0.4079
O 1.81 1.30 -2.67 -0.4428
H -1.77 4.34 -3.38 0.3280
H -0.83 4.27 -1.89 0.2989
H -2.45 5.03 -1.88 0.2592
H -0.73 2.18 -2.86 0.3766
H -2.27 1.97 -3.74 0.5032
H -1.16 1.75 0.18 0.4217
H -0.65 -0.88 1.08 0.3003
H -0.22 0.52 1.69 0.2585
H -0.79 -0.90 -1.15 0.7054
C -2.39 0.07 6.47 -1.1448
C -1.12 -0.57 5.94 0.5277
C 0.14 -0.19 6.69 -0.3530
O 1.13 -0.29 5.65 -0.3737
C 0.51 -0.06 4.47 0.6344
O 1.07 0.15 3.44 -0.5415
O -0.83 -0.09 4.62 -0.3045
H -3.26 -0.35 5.96 0.3726
H -2.50 -0.10 7.53 0.0959
H -2.39 1.14 6.27 0.3423
H -1.24 -1.66 5.89 0.2065
H 0.38 -0.87 7.49 0.2894
H 0.13 0.83 7.07 0.2434
C -3.69 -2.30 -6.08 -1.4003
C -3.14 -2.80 -7.39 0.5505
C -1.63 -2.81 -7.42 -0.1918
O -1.35 -2.61 -8.82 -0.3553
C -2.40 -1.92 -9.34 0.6219
O -2.40 -1.41 -10.41 -0.5815
O -3.44 -1.90 -8.48 -0.3684
H -4.78 -2.43 -6.04 0.4415
H -3.26 -2.84 -5.24 0.2958
H -3.49 -1.24 -5.95 0.3106
H -3.55 -3.78 -7.64 0.2442
H -1.21 -3.76 -7.08 0.3657
H -1.19 -2.00 -6.84 0.0680
C 1.95 -1.56 -6.91 -1.6511
C 2.57 -1.29 -5.57 0.8318
C 3.82 -2.09 -5.27 -0.5582
O 3.78 -2.20 -3.84 -0.3683
C 2.46 -2.13 -3.49 0.5149
O 2.04 -2.41 -2.42 -0.5412
O 1.70 -1.71 -4.51 -0.1168
H 1.13 -0.86 -7.11 0.3920
H 2.68 -1.47 -7.71 0.4335
H 1.52 -2.57 -6.94 0.3039
H 2.75 -0.22 -5.45 0.0966
H 4.73 -1.58 -5.59 0.3308
H 3.80 -3.09 -5.71 0.3206
C 4.65 2.01 -2.31 -1.3160
C 6.10 2.15 -1.91 0.4690
C 6.31 2.76 -0.55 -0.4474
O 7.58 3.41 -0.70 -0.3502
C 7.73 3.72 -2.01 0.6276
O 8.56 4.44 -2.45 -0.5417
O 6.79 3.08 -2.76 -0.3553
H 4.56 1.44 -3.24 0.2843
H 4.08 1.49 -1.54 0.3492
H 4.20 2.98 -2.49 0.3405
H 6.61 1.18 -1.99 0.2748
H 6.34 2.03 0.25 0.3385
H 5.55 3.52 -0.31 0.3173
C -4.10 -0.40 12.27 -1.4191
C -2.84 -1.04 11.72 0.4610
C -1.58 -0.66 12.45 -0.5074
O -0.59 -0.75 11.42 -0.3462
C -1.22 -0.53 10.24 0.5298
O -0.67 -0.32 9.21 -0.4057
O -2.56 -0.57 10.39 -0.3058
H -4.98 -0.82 11.79 0.3538
H -4.18 -0.57 13.35 0.3782
H -4.10 0.67 12.08 0.3551
H -2.96 -2.13 11.68 0.2535
H -1.34 -1.33 13.27 0.3085
H -1.60 0.37 12.83 0.3093

***

(2)
69
Properties=species:S:1:pos:R:3:mulliken_charge:R:1 method="wB97M-V/def2-TZVPD" fmax_ev_per_a=3.52 total_charge=-1 lumo_ha=0.0904 homo_energy_ha=-0.0831
C 4.10 -0.48 2.65 -0.2611
C 3.09 -0.92 2.09 -0.5336
C 2.00 -1.17 1.00 -0.4413
C 2.59 -1.14 -0.48 0.7572
C 3.95 -1.91 -0.58 -1.4733
O 5.04 -0.96 -0.34 -0.1536
C 5.50 -0.38 -1.49 0.4579
C 6.83 0.28 -1.40 -0.5573
C 7.44 0.97 -2.54 -0.3108
C 6.76 1.01 -3.84 -0.4981
C 5.43 0.37 -3.92 -0.5815
C 4.79 -0.31 -2.78 0.0773
C 1.47 -1.86 -1.36 -0.6212
C 0.19 -0.92 -1.27 0.4278
C -1.16 -1.42 -0.97 -0.8760
C -2.24 -0.39 -0.88 -0.1967
C -1.96 1.04 -1.09 -0.6936
C -0.60 1.53 -1.40 0.7093
C -0.25 3.05 -1.62 -1.1896
C 0.47 0.52 -1.49 -0.2944
H 5.10 -0.30 3.10 0.3536
H 1.23 -0.36 1.17 0.0916
H 1.49 -2.15 1.26 0.1432
H 4.07 -2.51 -1.52 0.4495
H 4.01 -2.67 0.27 0.4511
H 7.37 0.27 -0.43 0.2910
H 8.44 1.44 -2.36 0.2912
H 7.26 1.52 -4.70 0.3099
H 4.92 0.44 -4.92 0.2880
H 3.78 -0.77 -2.88 0.1358
H 1.23 -2.91 -0.96 0.1761
H 1.80 -2.00 -2.43 0.3450
H -1.35 -2.51 -0.80 0.3009
H -3.29 -0.69 -0.63 0.3473
H -2.78 1.78 -0.99 0.3289
H -0.78 3.41 -2.54 0.2933
H -0.49 3.68 -0.71 0.2726
H 0.87 3.10 -1.77 0.3256
H 1.50 0.89 -1.72 0.0842
C 1.60 2.13 4.37 -0.8740
C 0.12 1.86 4.19 -0.3832
O -0.22 0.48 4.17 -0.3956
C 0.10 -0.26 5.33 -0.2990
C -0.58 0.26 6.59 -1.1086
H 2.18 1.62 3.59 0.1100
H 1.80 3.20 4.34 0.4025
H 1.97 1.74 5.33 0.2523
H -0.20 2.27 3.22 0.3455
H -0.47 2.38 4.95 0.3394
H 1.19 -0.30 5.46 0.2755
H -0.23 -1.28 5.14 0.3542
H -0.28 1.28 6.83 0.2621
H -0.33 -0.38 7.44 0.4038
H -1.67 0.25 6.46 0.2804
C -6.50 -2.44 -2.92 -1.0254
C -7.35 -1.94 -1.77 -0.3104
O -6.68 -1.02 -0.92 -0.4371
C -6.22 0.18 -1.54 -0.1438
C -7.33 1.01 -2.16 -1.2424
H -5.58 -2.91 -2.54 0.2818
H -7.05 -3.17 -3.51 0.3815
H -6.19 -1.63 -3.59 0.2699
H -7.63 -2.78 -1.14 0.3293
H -8.28 -1.50 -2.13 0.3017
H -5.44 -0.05 -2.27 0.2765
H -5.73 0.77 -0.75 0.3391
H -7.84 0.48 -2.96 0.2749
H -6.92 1.93 -2.58 0.4059
H -8.07 1.27 -1.40 0.3068

***

(3)
77
Properties=species:S:1:pos:R:3:mulliken_charge:R:1 method="wB97M-V/def2-TZVPD" fmax_ev_per_a=0.40 spin_multiplicity=6 e_above_lowest_kcal_mol=0.0 total_charge=+1 lumo_ha="-0.0816 / -0.1264" homo_energy_ha="-0.3677 / -0.3936"
Ru -0.52 1.02 -0.66 2.2208
C 0.58 -2.25 3.87 -2.0118
C -0.54 -2.25 2.84 1.3703
C -1.60 -3.29 3.21 -1.6274
C -1.18 -0.88 2.64 0.1910
C -0.99 0.18 3.52 -0.0119
C -1.62 1.40 3.31 -1.0954
C -2.44 1.62 2.22 0.9508
C -3.13 2.94 2.02 -1.5247
C -2.63 0.55 1.33 -1.5574
C -2.01 -0.68 1.55 0.0015
H 1.04 -3.24 3.92 0.3992
H 0.20 -2.03 4.87 0.5466
H 1.36 -1.52 3.63 0.2992
H -0.11 -2.54 1.87 -0.1501
H -2.07 -3.03 4.16 0.3895
H -1.15 -4.28 3.31 0.4615
H -2.39 -3.35 2.45 0.3656
H -0.35 0.06 4.39 0.3753
H -1.46 2.20 4.03 0.4126
H -2.45 3.77 2.22 0.3297
H -3.97 3.04 2.70 0.4173
H -3.51 3.04 1.00 0.2512
H -3.31 0.67 0.49 0.7945
H -2.20 -1.48 0.85 0.3850
N 0.38 -0.37 -3.75 -0.2053
C 0.98 0.82 -3.56 0.4540
N 1.67 1.35 -4.59 -0.4631
O 0.92 1.43 -2.47 -0.4053
H 0.31 -0.78 -4.67 0.2442
H -0.27 -0.67 -3.04 0.0220
H 1.80 0.87 -5.46 0.1666
H 2.16 2.21 -4.43 0.2624
C 0.90 5.66 0.73 -0.2855
C 0.78 4.65 1.68 -1.1045
C 0.35 3.40 1.27 -0.3113
N 0.06 3.12 -0.01 0.6413
C 0.19 4.09 -0.92 -0.3997
C 0.61 5.37 -0.59 -0.8852
H 1.23 6.65 1.02 0.4164
H 1.00 4.83 2.72 0.4955
H 0.22 2.59 1.98 0.5177
H -0.04 3.82 -1.94 0.3725
H 0.69 6.12 -1.36 0.4480
C 4.98 -1.71 0.45 -1.3435
Ge 3.49 -2.73 -0.29 0.7141
C 4.00 -3.66 -1.92 -1.2020
C 2.78 -3.95 1.05 -0.9592
C 2.02 -1.50 -0.78 -1.0951
Se 1.60 -0.17 0.59 0.1296
C 2.96 1.13 0.11 -0.9680
H 5.72 -2.41 0.84 0.4109
H 4.66 -1.07 1.27 0.4174
H 5.46 -1.10 -0.31 0.3484
H 4.79 -4.38 -1.72 0.3907
H 4.36 -2.95 -2.66 0.3530
H 3.15 -4.19 -2.34 0.3629
H 3.57 -4.61 1.42 0.4345
H 1.99 -4.57 0.63 0.3514
H 2.39 -3.40 1.90 0.0766
H 1.10 -2.06 -0.94 0.3428
H 2.22 -0.94 -1.70 0.2421
H 3.93 0.67 0.20 0.3601
H 2.88 1.96 0.81 0.3025
H 2.77 1.48 -0.90 0.1523
Cl -3.08 2.42 -2.01 -0.1889
C -3.65 0.84 -2.47 0.7851
C -4.88 0.73 -3.08 -0.7290
C -5.34 -0.51 -3.48 -0.4069
C -4.56 -1.65 -3.28 -0.5786
C -3.33 -1.53 -2.67 0.8717
Cl -2.34 -2.93 -2.43 -0.1993
C -2.82 -0.28 -2.22 -0.8516
N -1.64 -0.19 -1.60 -0.9901
H -5.47 1.62 -3.25 0.4528
H -6.31 -0.60 -3.95 0.3936
H -4.91 -2.62 -3.59 0.4565

***

(4)
92
Properties=species:S:1:pos:R:3:mulliken_charge:R:1 method="wB97M-V/def2-TZVPD" fmax_ev_per_a=0.78 total_charge=+1 lumo_ha=-0.1171 homo_energy_ha=-0.4516
C 2.93 4.10 -3.57 -1.4597
C 1.69 4.08 -4.46 -0.5183
C 0.45 3.84 -3.65 -0.2542
C 0.17 2.39 -3.53 -0.7694
O -1.04 2.10 -2.83 -0.2952
C -1.74 3.19 -2.35 -0.1054
Cl -3.30 2.63 -1.82 -0.1240
C -1.97 4.29 -3.39 -0.3218
Cl -2.13 5.81 -2.56 -0.0742
N -0.78 4.39 -4.30 -0.0423
H 3.39 3.13 -3.50 0.3909
H 3.62 4.80 -3.98 0.4389
H 2.70 4.45 -2.59 0.4095
H 1.81 3.31 -5.20 0.4116
H 1.62 5.05 -4.93 0.3911
H 0.58 4.33 -2.71 0.3708
H 0.05 2.00 -4.53 0.5267
H 1.00 1.86 -3.10 0.1742
H -1.26 3.62 -1.48 0.4229
H -2.86 4.11 -3.96 0.5467
H -0.97 3.82 -5.13 0.4425
H -0.65 5.35 -4.63 0.4184
C -1.81 -0.03 0.05 0.1533
C -2.61 -0.58 1.22 -0.4537
O -1.71 -1.58 1.74 -0.2510
C -0.45 -1.26 1.38 0.5551
O 0.53 -1.79 1.78 -0.5337
O -0.46 -0.26 0.47 -0.2934
H -1.96 1.02 -0.16 -0.2341
H -1.99 -0.60 -0.87 0.2844
H -2.78 0.17 2.00 0.3418
H -3.55 -1.03 0.94 0.3584
C 1.30 -5.10 0.55 0.2438
C -0.16 -4.81 0.84 0.5777
O -0.80 -5.25 -0.37 -0.3517
C 0.00 -6.16 -0.97 0.7498
O -0.33 -6.82 -1.92 -0.5725
O 1.21 -6.20 -0.38 -0.3538
H 1.88 -5.38 1.42 0.3039
H 1.79 -4.26 0.05 -0.1193
H -0.54 -5.39 1.68 0.3016
H -0.34 -3.76 1.01 -0.6464
C 1.70 -5.81 -5.18 -0.3542
C 0.63 -5.00 -4.48 0.3151
O 1.01 -3.65 -4.81 -0.2999
C 1.75 -3.68 -5.96 0.6777
O 2.07 -2.71 -6.57 -0.5487
O 2.05 -4.95 -6.28 -0.3484
H 1.34 -6.77 -5.55 0.3195
H 2.58 -5.97 -4.56 0.2828
H -0.37 -5.18 -4.88 0.2684
H 0.61 -5.14 -3.41 -0.3279
C -2.74 -1.26 6.32 0.2096
C -2.09 -2.56 5.89 -0.3037
O -3.13 -3.17 5.11 -0.3550
C -3.95 -2.20 4.65 0.7535
O -4.79 -2.35 3.83 -0.5742
O -3.66 -1.01 5.24 -0.3732
H -2.04 -0.44 6.42 0.3460
H -3.30 -1.37 7.25 -0.1886
H -1.22 -2.41 5.26 0.1991
H -1.82 -3.21 6.72 0.3365
C 2.66 -0.89 -2.76 0.6577
C 1.90 -1.51 -1.60 -0.2464
O 2.81 -2.52 -1.15 -0.2640
C 4.07 -2.17 -1.54 0.5307
O 5.06 -2.71 -1.17 -0.5354
O 4.02 -1.12 -2.39 -0.3953
H 2.48 0.17 -2.88 -0.3759
H 2.47 -1.40 -3.71 0.1038
H 1.73 -0.81 -0.79 0.1060
H 0.96 -1.96 -1.90 0.3592
C 7.09 6.55 -1.10 -0.3108
C 6.37 5.72 -0.05 -0.2937
O 4.99 6.05 -0.31 -0.3193
C 4.89 6.47 -1.58 0.7080
O 3.85 6.66 -2.15 -0.5631
O 6.10 6.65 -2.14 -0.3144
H 7.99 6.08 -1.49 0.2913
H 7.33 7.55 -0.75 0.2769
H 6.51 4.65 -0.20 0.2513
H 6.64 5.98 0.97 0.2882
C -7.04 0.23 9.85 -0.3506
C -7.09 -0.03 8.36 -0.3016
O -5.75 -0.47 8.09 -0.2427
C -5.22 -0.96 9.24 0.6699
O -4.20 -1.56 9.30 -0.5452
O -6.02 -0.68 10.28 -0.3620
H -7.97 0.02 10.36 0.3005
H -6.72 1.25 10.09 0.2610
H -7.78 -0.83 8.09 0.2651
H -7.31 0.85 7.77 0.2763

***

Repeat the second record exactly.
69
Properties=species:S:1:pos:R:3:mulliken_charge:R:1 method="wB97M-V/def2-TZVPD" fmax_ev_per_a=3.52 total_charge=-1 lumo_ha=0.0904 homo_energy_ha=-0.0831
C 4.10 -0.48 2.65 -0.2611
C 3.09 -0.92 2.09 -0.5336
C 2.00 -1.17 1.00 -0.4413
C 2.59 -1.14 -0.48 0.7572
C 3.95 -1.91 -0.58 -1.4733
O 5.04 -0.96 -0.34 -0.1536
C 5.50 -0.38 -1.49 0.4579
C 6.83 0.28 -1.40 -0.5573
C 7.44 0.97 -2.54 -0.3108
C 6.76 1.01 -3.84 -0.4981
C 5.43 0.37 -3.92 -0.5815
C 4.79 -0.31 -2.78 0.0773
C 1.47 -1.86 -1.36 -0.6212
C 0.19 -0.92 -1.27 0.4278
C -1.16 -1.42 -0.97 -0.8760
C -2.24 -0.39 -0.88 -0.1967
C -1.96 1.04 -1.09 -0.6936
C -0.60 1.53 -1.40 0.7093
C -0.25 3.05 -1.62 -1.1896
C 0.47 0.52 -1.49 -0.2944
H 5.10 -0.30 3.10 0.3536
H 1.23 -0.36 1.17 0.0916
H 1.49 -2.15 1.26 0.1432
H 4.07 -2.51 -1.52 0.4495
H 4.01 -2.67 0.27 0.4511
H 7.37 0.27 -0.43 0.2910
H 8.44 1.44 -2.36 0.2912
H 7.26 1.52 -4.70 0.3099
H 4.92 0.44 -4.92 0.2880
H 3.78 -0.77 -2.88 0.1358
H 1.23 -2.91 -0.96 0.1761
H 1.80 -2.00 -2.43 0.3450
H -1.35 -2.51 -0.80 0.3009
H -3.29 -0.69 -0.63 0.3473
H -2.78 1.78 -0.99 0.3289
H -0.78 3.41 -2.54 0.2933
H -0.49 3.68 -0.71 0.2726
H 0.87 3.10 -1.77 0.3256
H 1.50 0.89 -1.72 0.0842
C 1.60 2.13 4.37 -0.8740
C 0.12 1.86 4.19 -0.3832
O -0.22 0.48 4.17 -0.3956
C 0.10 -0.26 5.33 -0.2990
C -0.58 0.26 6.59 -1.1086
H 2.18 1.62 3.59 0.1100
H 1.80 3.20 4.34 0.4025
H 1.97 1.74 5.33 0.2523
H -0.20 2.27 3.22 0.3455
H -0.47 2.38 4.95 0.3394
H 1.19 -0.30 5.46 0.2755
H -0.23 -1.28 5.14 0.3542
H -0.28 1.28 6.83 0.2621
H -0.33 -0.38 7.44 0.4038
H -1.67 0.25 6.46 0.2804
C -6.50 -2.44 -2.92 -1.0254
C -7.35 -1.94 -1.77 -0.3104
O -6.68 -1.02 -0.92 -0.4371
C -6.22 0.18 -1.54 -0.1438
C -7.33 1.01 -2.16 -1.2424
H -5.58 -2.91 -2.54 0.2818
H -7.05 -3.17 -3.51 0.3815
H -6.19 -1.63 -3.59 0.2699
H -7.63 -2.78 -1.14 0.3293
H -8.28 -1.50 -2.13 0.3017
H -5.44 -0.05 -2.27 0.2765
H -5.73 0.77 -0.75 0.3391
H -7.84 0.48 -2.96 0.2749
H -6.92 1.93 -2.58 0.4059
H -8.07 1.27 -1.40 0.3068